(1)
A cluster of 2 separate species, C15H19F3N2O2 in total in a non-equilibrium geometry. Source: the Open Molecules 2025 dataset; level of theory: the ωB97M-V functional and the def2-TZVPD basis.

```
! wB97M-V def2-TZVPD RIJCOSX def2/J DEFGRID3
* xyz 0 1
C -0.227 1.483 -3.247
N -0.781 0.976 -1.986
C -2.102 0.354 -2.148
C -0.183 1.080 -0.821
C -0.920 1.090 0.431
C -1.538 -0.064 0.975
C -2.328 0.056 2.117
C -2.504 1.315 2.699
C -3.377 1.449 3.924
F -3.043 2.534 4.684
F -4.710 1.582 3.620
F -3.274 0.350 4.732
C -1.886 2.454 2.196
C -1.071 2.339 1.084
H -0.270 0.678 -3.993
H -0.858 2.314 -3.603
H 0.809 1.806 -3.105
H -2.454 0.622 -3.153
H -1.993 -0.741 -2.098
H -2.813 0.704 -1.387
H 0.891 1.356 -0.815
H -1.385 -1.034 0.488
H -2.838 -0.806 2.549
H -2.062 3.420 2.663
H -0.591 3.226 0.665
O 0.035 -1.859 -2.222
C 1.212 -1.419 -2.173
C 2.052 -2.088 -1.063
C 3.585 -1.798 -1.048
C 3.944 -1.593 0.436
C 2.630 -1.890 1.182
N 1.598 -1.605 0.187
O 1.821 -0.527 -2.804
H 1.915 -3.186 -1.184
H 4.109 -2.662 -1.476
H 3.777 -0.897 -1.642
H 4.757 -2.266 0.728
H 4.235 -0.550 0.605
H 2.659 -2.967 1.446
H 2.511 -1.317 2.105
H 0.671 -1.919 0.450
*
```

Computed properties:
* E_HOMO: -7.5 eV
* energy above the lowest of the compared OMol25 structures with the same formula, charge and spin: 1.899 eV
* LUMO: -1.0 eV
* frontier orbital gap: 6.505 eV

***

(2)
A cluster of 2 separate species, C15H19F3N5O3S in total in a non-equilibrium geometry. Source: the Open Molecules 2025 dataset; level of theory: the ωB97M-V functional and the def2-TZVPD basis.

```
! wB97M-V def2-TZVPD RIJCOSX def2/J DEFGRID3
* xyz 1 1
O -2.122 1.375 -2.466
O -2.682 -3.003 -0.533
F 1.837 4.709 4.326
F 0.443 3.036 4.039
F 2.071 2.910 5.567
S 1.801 0.197 4.053
O 3.702 -0.719 2.075
C -3.031 0.733 -1.952
C -2.304 -2.948 -1.697
C 2.732 1.262 3.156
C 4.206 2.878 1.384
C 3.362 3.507 2.400
C 0.388 -1.446 0.167
C 4.293 1.505 1.303
C 2.626 2.725 3.278
C -0.134 -0.703 -0.855
C 0.094 0.635 0.888
N 0.530 -0.592 1.247
N 3.576 0.693 2.186
N -2.079 -4.077 -2.375
N -2.962 -0.580 -1.723
N -0.302 0.589 -0.399
C -4.261 1.446 -1.442
C 1.733 3.353 4.329
C -1.659 -4.228 -3.771
C -0.558 -1.200 -2.214
C -2.055 -1.572 -2.346
H 3.809 -1.115 2.964
H 4.778 3.499 0.698
H 3.333 4.595 2.446
H 0.599 -2.510 0.148
H 4.933 1.042 0.555
H 0.038 1.501 1.544
H 0.873 -0.839 2.178
H -2.267 -4.922 -1.853
H -3.704 -0.973 -1.157
H -0.731 1.334 -0.953
H -4.194 2.504 -1.693
H -4.334 1.332 -0.362
H -5.147 1.025 -1.915
H -1.532 -5.289 -4.002
H -0.708 -3.724 -3.948
H -2.417 -3.821 -4.443
H 0.058 -2.058 -2.482
H -0.331 -0.420 -2.944
H -2.302 -1.648 -3.405
*
```

Computed properties:
* E_HOMO: -11.4 eV
* LUMO: -3.2 eV
* frontier orbital gap: 8.215 eV

***

(3)
A structure of composition C15H19F6OP2RuS3. Source: the Open Molecules 2025 dataset; level of theory: the ωB97M-V functional and the def2-TZVPD basis.

```
! wB97M-V def2-TZVPD RIJCOSX def2/J DEFGRID3
* xyz 0 2
Ru -1.049 -0.145 -0.314
S -5.380 0.488 0.898
C -3.879 0.264 0.334
S -3.037 -1.247 0.053
S -2.682 1.458 -0.126
C -2.017 -1.073 3.097
P -0.924 -0.091 2.020
C -1.108 1.574 2.750
C 0.755 -0.534 2.628
C 1.029 -0.844 3.960
C 2.331 -1.083 4.366
C 3.378 -1.002 3.456
C 3.118 -0.692 2.133
C 1.810 -0.467 1.716
P 1.335 -0.120 0.006
C 2.238 -1.324 -1.007
C 2.085 1.477 -0.432
H -1.851 -0.796 4.138
H -1.829 -2.137 2.961
H -3.057 -0.869 2.843
H -0.823 1.563 3.803
H -2.143 1.895 2.647
H -0.478 2.280 2.209
H 0.230 -0.903 4.687
H 2.534 -1.335 5.398
H 4.393 -1.186 3.780
H 3.937 -0.635 1.425
H 3.309 -1.261 -0.807
H 2.042 -1.112 -2.057
H 1.887 -2.330 -0.779
H 3.162 1.462 -0.257
H 1.632 2.267 0.164
H 1.885 1.664 -1.486
C -1.451 1.673 -3.578
C -0.815 0.292 -3.450
O -0.345 0.003 -2.189
C -1.840 -0.783 -3.872
F -2.966 -0.642 -3.158
F -2.175 -0.683 -5.172
F -1.390 -2.028 -3.667
C 0.427 0.236 -4.372
F 1.368 1.088 -3.916
F 0.995 -0.979 -4.405
F 0.164 0.590 -5.637
H -2.275 1.748 -2.872
H -1.823 1.850 -4.587
H -0.708 2.430 -3.332
*
```

Computed properties:
* E_HOMO (spin up / spin down): -7.9 / -7.9 eV
* energy above the lowest of the compared OMol25 structures with the same formula, charge and spin: 0.766 eV
* LUMO (spin up / spin down): -0.8 / -1.2 eV
* frontier orbital gap (spin up / spin down): 7.019 / 6.685 eV

***

(4)
An isolated molecule of C15H19N3O3 in a non-equilibrium geometry. Source: the Open Molecules 2025 dataset; level of theory: the ωB97M-V functional and the def2-TZVPD basis.

```
! wB97M-V def2-TZVPD RIJCOSX def2/J DEFGRID3
* xyz 0 1
C -5.079 1.444 1.911
O -4.323 0.245 2.187
C -2.994 0.217 1.904
C -2.320 -1.000 2.163
C -1.010 -1.153 1.760
C -0.330 -0.129 1.087
C 1.100 -0.431 0.602
C 2.095 0.604 1.052
C 3.433 0.244 1.242
N 4.555 -0.037 1.465
C 1.737 1.828 1.643
N 1.477 2.870 2.127
C -0.964 1.103 0.915
C -2.278 1.299 1.345
H -6.072 1.200 2.286
H -4.663 2.304 2.450
H -5.120 1.655 0.835
H -2.862 -1.817 2.631
H -0.489 -2.092 1.945
H 1.402 -1.393 1.054
H -0.457 1.941 0.432
H -2.754 2.276 1.206
O 0.556 0.717 -3.206
C -0.519 0.415 -2.317
C -0.118 -0.873 -1.629
N 1.213 -0.652 -0.871
C 2.229 -1.789 -1.169
C 3.585 -1.263 -1.594
O 3.350 -0.210 -2.536
H 0.299 1.468 -3.769
H -0.667 1.236 -1.599
H -1.444 0.247 -2.888
H -0.873 -1.244 -0.929
H 0.092 -1.645 -2.377
H 1.622 0.197 -1.283
H 2.293 -2.428 -0.283
H 1.801 -2.359 -2.003
H 4.185 -0.913 -0.744
H 4.114 -2.089 -2.092
H 4.200 0.008 -2.952
*
```

Computed properties:
* E_HOMO: -7.0 eV
* energy above the lowest of the compared OMol25 structures with the same formula, charge and spin: 4.959 eV
* LUMO: 0.2 eV
* frontier orbital gap: 7.212 eV

***

(5)
An isolated molecule of C15H19N3O4S in a non-equilibrium geometry. Source: the Open Molecules 2025 dataset; level of theory: the ωB97M-V functional and the def2-TZVPD basis.

```
! wB97M-V def2-TZVPD RIJCOSX def2/J DEFGRID3
* xyz 0 1
C 1.846 -4.865 -3.237
C 0.799 -4.272 -2.314
O 0.794 -2.855 -2.494
C -0.085 -2.170 -1.760
O -0.837 -2.722 -0.977
C -0.015 -0.716 -1.983
C 0.918 -0.191 -2.882
C 1.044 1.168 -3.063
C 0.226 2.034 -2.346
C -0.711 1.541 -1.464
C -0.854 0.164 -1.268
N -1.810 -0.292 -0.390
S -2.041 0.484 1.085
O -2.743 -0.445 1.911
O -2.623 1.778 0.873
C -0.376 0.670 1.631
C 0.542 -0.378 1.802
N 1.722 0.098 2.132
N 1.597 1.425 2.175
C 2.721 2.233 2.567
C 2.747 2.449 4.078
C 0.342 1.828 1.879
C -0.088 3.245 1.834
H 1.612 -4.627 -4.271
H 1.868 -5.944 -3.117
H 2.827 -4.461 -3.000
H 1.020 -4.494 -1.264
H -0.200 -4.661 -2.539
H 1.546 -0.877 -3.428
H 1.771 1.557 -3.759
H 0.319 3.101 -2.484
H -1.363 2.201 -0.916
H -1.837 -1.307 -0.305
H 0.371 -1.429 1.697
H 2.670 3.189 2.042
H 3.620 1.697 2.255
H 3.619 3.036 4.353
H 2.794 1.490 4.586
H 1.855 2.974 4.410
H -1.141 3.279 1.567
H 0.049 3.726 2.802
H 0.488 3.797 1.092
*
```

Computed properties:
* E_HOMO: -8.9 eV
* energy above the lowest of the compared OMol25 structures with the same formula, charge and spin: 1.066 eV
* SMILES: CCOC(=O)c1ccccc1NS(=O)(=O)c1cnn(CC)c1C
* LUMO: 0.3 eV
* frontier orbital gap: 9.191 eV

***

(6)
An isolated molecule of C15H19N7O2S in a non-equilibrium geometry. Source: the Open Molecules 2025 dataset; level of theory: the ωB97M-V functional and the def2-TZVPD basis.

```
! wB97M-V def2-TZVPD RIJCOSX def2/J DEFGRID3
* xyz 0 1
H -5.099 0.633 1.864
N -4.224 1.139 1.903
C -3.120 0.459 1.634
N -3.184 -0.942 1.542
C -2.569 -1.631 0.442
S -2.544 -3.309 0.528
N -2.029 -0.979 -0.664
C -1.631 -1.569 -1.945
C -0.247 -2.194 -1.723
C 0.855 -1.060 -1.582
C 0.769 -0.074 -2.678
C -0.599 0.615 -2.668
C -1.698 -0.451 -3.022
N -2.035 1.256 1.459
C -0.780 1.008 1.375
N 0.073 1.864 0.792
C 1.365 1.356 1.148
C 2.559 1.994 1.081
C 3.707 1.544 1.744
N 4.983 2.299 1.777
O 4.936 3.546 1.720
O 6.017 1.702 1.825
C 3.585 0.277 2.403
C 2.418 -0.436 2.515
C 1.259 0.142 1.883
N -0.118 -0.068 1.866
H -3.921 -1.472 1.952
H -2.122 -0.003 -0.739
H -2.328 -2.448 -2.275
H 0.030 -2.879 -2.566
H -0.251 -2.733 -0.866
H 0.908 -0.564 -0.660
H 1.870 -1.506 -1.528
H 1.508 0.685 -2.728
H 0.971 -0.605 -3.697
H -0.788 0.965 -1.584
H -0.702 1.481 -3.285
H -1.583 -0.879 -4.026
H -2.701 0.060 -3.033
H -2.163 2.228 1.124
H 2.544 2.977 0.561
H 4.465 -0.301 2.792
H 2.349 -1.388 3.034
H -0.733 -0.739 2.307
*
```

Computed properties:
* E_HOMO: -8.8 eV
* SMILES: [H]/N=C(\NC(=S)NC1CCCCC1)Nc1nc2cc([N+](=O)[O-])ccc2[nH]1
* LUMO: -0.3 eV
* frontier orbital gap: 8.528 eV

***

(7)
An isolated molecule of C15H19NO3. Source: the Open Molecules 2025 dataset; level of theory: the ωB97M-V functional and the def2-TZVPD basis.

```
! wB97M-V def2-TZVPD RIJCOSX def2/J DEFGRID3
* xyz 0 1
C 2.937 -1.004 -1.807
C 2.324 0.373 -1.564
C 2.926 1.388 -2.533
C 0.781 0.379 -1.686
C 0.113 -0.370 -0.527
C 0.277 0.385 0.784
O 0.444 1.582 0.857
N 0.224 -0.412 1.880
C 0.223 0.131 3.227
C -1.136 0.078 3.842
C -2.190 0.941 3.780
C -3.238 0.340 4.520
C -2.745 -0.843 4.971
O -1.476 -1.015 4.564
C 0.314 -0.152 -3.002
C 0.033 -1.417 -3.433
C -0.362 -1.300 -4.788
C -0.293 0.025 -5.081
O 0.112 0.725 -4.008
H 2.712 -1.351 -2.813
H 4.018 -0.949 -1.698
H 2.568 -1.739 -1.096
H 2.560 0.689 -0.543
H 2.531 2.382 -2.337
H 4.008 1.421 -2.423
H 2.694 1.122 -3.561
H 0.464 1.426 -1.620
H -0.960 -0.449 -0.722
H 0.512 -1.380 -0.432
H -0.020 -1.385 1.779
H 0.551 1.170 3.136
H 0.929 -0.434 3.843
H -2.209 1.884 3.274
H -4.217 0.738 4.690
H -3.177 -1.621 5.568
H 0.096 -2.322 -2.864
H -0.654 -2.094 -5.445
H -0.497 0.575 -5.978
*
```

Computed properties:
* E_HOMO: -8.5 eV
* energy above the lowest of the compared OMol25 structures with the same formula, charge and spin: 1.952 eV
* SMILES: CC(C)[C@H](CC(=O)NCc1ccco1)c1ccco1
* LUMO: 0.7 eV
* frontier orbital gap: 9.154 eV

***

(8)
An isolated molecule of C15H19NO3Si in a non-equilibrium geometry. Source: the Open Molecules 2025 dataset; level of theory: the ωB97M-V functional and the def2-TZVPD basis.

```
! wB97M-V def2-TZVPD RIJCOSX def2/J DEFGRID3
* xyz 0 1
C 2.538 7.001 1.990
C 2.036 5.742 1.636
C 1.583 4.693 1.239
C 1.125 3.417 0.825
C -0.065 2.941 1.379
C -0.562 1.711 0.948
C 0.107 1.028 -0.044
Si -0.261 -0.758 -0.491
O 0.588 -1.259 -1.825
C 0.248 -2.450 -2.478
C -1.133 -3.036 -2.207
N -1.390 -3.505 -0.762
C -2.642 -3.032 -0.122
C -2.521 -1.592 0.306
O -1.894 -0.839 -0.673
C -0.338 -4.052 0.105
C 0.692 -2.978 0.455
O 0.129 -1.742 0.761
C 1.292 1.478 -0.580
C 1.829 2.649 -0.106
H 1.725 7.709 2.051
H 3.266 7.327 1.275
H 3.010 7.062 2.994
H -0.604 3.565 2.051
H -1.522 1.353 1.282
H 0.300 -2.274 -3.570
H 1.052 -3.210 -2.351
H -1.417 -3.873 -2.864
H -1.857 -2.257 -2.429
H -2.907 -3.679 0.727
H -3.458 -3.126 -0.883
H -3.543 -1.164 0.517
H -1.901 -1.466 1.204
H 0.078 -4.914 -0.434
H -0.803 -4.401 1.028
H 1.301 -3.296 1.303
H 1.389 -2.739 -0.375
H 1.771 0.937 -1.390
H 2.759 3.030 -0.488
*
```

Computed properties:
* E_HOMO: -8.1 eV
* energy above the lowest of the compared OMol25 structures with the same formula, charge and spin: 0.481 eV
* SMILES: CC#Cc1ccc([Si]23OCCN(CCO2)CCO3)cc1
* LUMO: 0.9 eV
* frontier orbital gap: 9.016 eV

***

(9)
A structure of composition C15H20BrIN2O2SiV in a non-equilibrium geometry. Source: the Open Molecules 2025 dataset; level of theory: the ωB97M-V functional and the def2-TZVPD basis.

```
! wB97M-V def2-TZVPD RIJCOSX def2/J DEFGRID3
* xyz 1 1
V 0.941 -0.463 -0.274
C -1.487 1.981 -0.613
C -0.332 1.070 -0.670
N 0.689 1.031 -1.404
O 1.097 1.704 -2.502
C -0.257 -1.604 0.709
C -1.597 -1.827 1.289
N 0.604 -2.461 0.372
O 1.878 -1.986 -0.185
H -1.272 2.751 0.133
H -2.380 1.454 -0.285
H -1.686 2.471 -1.569
H 0.452 2.409 -2.677
H -2.017 -2.752 0.896
H -2.253 -0.990 1.065
H -1.504 -1.917 2.372
Br -1.249 -2.288 -6.438
C -2.654 -2.223 -5.184
C -3.957 -2.362 -5.648
C -5.022 -2.318 -4.765
C -4.797 -2.136 -3.409
C -3.502 -1.999 -2.939
C -2.434 -2.043 -3.824
I -0.486 -1.864 -3.067
H -4.125 -2.506 -6.706
H -6.030 -2.430 -5.141
H -5.626 -2.104 -2.715
H -3.319 -1.866 -1.881
C 5.204 1.487 3.079
Si 3.404 1.630 3.551
C 2.970 0.600 5.050
C 2.849 3.407 3.719
C 2.431 0.884 2.121
C 1.840 0.363 1.185
H 5.829 1.904 3.872
H 5.422 2.035 2.161
H 5.496 0.447 2.934
H 3.472 1.002 5.932
H 3.292 -0.435 4.927
H 1.897 0.604 5.247
H 3.355 3.878 4.564
H 1.774 3.477 3.894
H 3.088 3.985 2.826
*
```

Computed properties:
* E_HOMO: -11.7 eV
* energy above the lowest of the compared OMol25 structures with the same formula, charge and spin: 1.010 eV
* LUMO: -5.3 eV
* frontier orbital gap: 6.398 eV

***

(10)
A structure of composition C15H20Cl2F3N2O4PPb in a non-equilibrium geometry. Source: the Open Molecules 2025 dataset; level of theory: the ωB97M-V functional and the def2-TZVPD basis.

```
! wB97M-V def2-TZVPD RIJCOSX def2/J DEFGRID3
* xyz 2 1
C 2.560 3.767 -0.972
C 2.309 2.244 -1.522
O 3.429 1.516 -1.792
N 0.982 1.586 -1.813
C 0.451 2.279 -3.047
C 0.026 1.615 -0.646
Cl -0.867 3.207 -0.728
N 0.724 1.700 0.726
C 0.470 0.575 1.703
O 1.224 0.463 2.795
C -0.799 -0.270 1.111
C -0.877 -1.892 1.225
C -0.552 -2.375 2.913
C 0.157 -3.945 3.069
O 0.947 -2.515 3.297
C -2.037 0.338 2.015
F -2.423 1.747 1.630
F -3.275 -0.485 1.988
F -1.684 0.493 3.478
C -0.716 0.161 -0.509
C -2.053 -0.205 -1.364
C -3.287 0.840 -1.364
O -4.319 0.880 -0.475
Cl -3.464 2.108 -2.758
P 0.569 -0.874 -1.565
C -0.127 -2.573 -2.053
C 2.169 -1.210 -0.599
H 3.613 4.111 -1.416
H 1.743 4.549 -1.271
H 2.710 3.720 0.199
H 1.073 1.829 -3.963
H -0.677 2.037 -3.302
H 0.689 3.448 -3.085
H 0.827 2.669 1.100
H -1.904 -2.379 0.947
H -0.009 -2.492 0.724
H -1.393 -2.026 3.779
H 0.956 -4.297 3.821
H -0.720 -4.157 3.854
H -2.475 -1.249 -0.968
H -1.708 -0.329 -2.501
H -0.104 -2.636 -3.238
H -1.155 -2.868 -1.582
H 0.660 -3.394 -1.690
H 2.073 -2.029 0.264
H 2.969 -1.637 -1.352
H 2.637 -0.260 -0.054
Pb 0.658 -1.784 4.990
*
```

Computed properties:
* E_HOMO: -12.9 eV
* LUMO: -10.3 eV
* frontier orbital gap: 2.588 eV

***

(11)
A structure of composition C15H20Cl2MgN2O7PS2. Source: the Open Molecules 2025 dataset; level of theory: the ωB97M-V functional and the def2-TZVPD basis.

```
! wB97M-V def2-TZVPD RIJCOSX def2/J DEFGRID3
* xyz -1 1
Mg -0.817 0.655 -0.589
Cl 1.542 1.207 0.913
C 2.605 0.190 -0.069
Cl 1.663 -0.992 -0.979
H 3.281 -0.337 0.592
H 3.128 0.824 -0.776
O -2.682 -0.386 5.094
C -2.217 -0.180 4.000
C -1.664 -1.221 3.049
O -1.521 -2.411 3.271
C -1.361 -0.491 1.831
C -1.659 0.875 1.957
O -1.501 1.660 0.956
C -2.118 1.170 3.314
O -2.367 2.250 3.811
O -0.885 -0.929 0.713
C -4.414 1.109 -2.117
C -3.728 1.644 -3.366
C -4.377 2.939 -3.832
O -2.310 1.711 -3.113
P -1.361 2.948 -2.680
S -1.304 4.466 -3.917
S 0.355 1.985 -2.311
O -2.079 3.309 -1.282
C -2.078 4.633 -0.698
C -0.678 5.056 -0.277
C -3.029 4.595 0.486
H -5.472 0.943 -2.324
H -4.319 1.831 -1.305
H -3.953 0.171 -1.804
H -3.815 0.906 -4.170
H -4.305 3.704 -3.059
H -5.431 2.742 -4.037
H -3.902 3.318 -4.732
H -2.452 5.322 -1.463
H -0.258 4.305 0.395
H -0.732 6.015 0.241
H -0.035 5.165 -1.149
H -2.699 3.839 1.195
H -4.041 4.348 0.160
H -3.041 5.568 0.978
N -1.531 -2.247 -1.401
C -1.573 -3.221 -2.319
C -1.563 -2.607 -3.556
C -1.502 -1.234 -3.273
N -1.487 -1.035 -1.962
H -1.425 -2.273 -0.383
H -1.614 -4.262 -2.047
H -1.589 -3.078 -4.524
H -1.473 -0.399 -3.952
*
```

Computed properties:
* E_HOMO: -4.8 eV
* energy above the lowest of the compared OMol25 structures with the same formula, charge and spin: 0.347 eV
* LUMO: 2.4 eV
* frontier orbital gap: 7.142 eV